(1)
This record from OMol25 describes the molecule C4H8FN at a distorted geometry. The level of theory is ωB97M-V with the def2-TZVPD basis set.

Values from the calculation:
M ... 89.11 g/mol
LUMO ... 0.31 eV
Frontier orbital gap ... 0.323 Ha
Energy above the lowest of the compared OMol25 structures with the same formula, charge and spin ... 502.83 kJ/mol
HOMO ... -8.487 eV

Positions of all 14 atoms, in Å:
C (-0.618, 0.275, -0.355)
C (0.637, 0.141, 0.469)
C (-1.862, -0.491, -0.118)
C (1.823, 0.795, -0.259)
N (0.942, -0.297, 1.673)
F (-0.152, -1.013, 2.250)
H (-0.579, 0.852, -1.318)
H (0.293, -0.882, -0.317)
H (-2.238, -0.782, -1.153)
H (-2.784, -0.019, 0.205)
H (-1.704, -1.442, 0.402)
H (2.623, 0.207, -0.225)
H (2.129, 1.765, 0.066)
H (1.492, 0.889, -1.318)

Force components x, y, z for each atom (eV/Å):
C 2.134 -2.333 0.597
C -0.074 2.112 0.529
C -1.656 -1.410 -2.058
C -3.727 1.544 -1.135
N 0.152 -0.077 -0.796
F -0.280 0.363 -0.236
H 0.505 -0.756 1.227
H -1.498 1.305 -1.547
H 0.588 -0.051 0.951
H 0.352 0.682 0.883
H -0.129 0.540 0.176
H 3.357 -2.590 0.177
H -0.273 0.656 0.602
H 0.549 0.014 0.629

(2)
This record from OMol25 describes a structure of composition C38H32Br2ClN2O2PRb at a distorted geometry. The level of theory is ωB97M-V with the def2-TZVPD basis set.

Values from the calculation:
Charge ... -1
M ... 860.39 g/mol
LUMO ... 1.77 eV
Frontier orbital gap ... 0.155 Ha
Energy above the lowest of the compared OMol25 structures with the same formula, charge and spin ... 122.20 kJ/mol
HOMO ... -2.442 eV

Positions of all 79 atoms, in Å:
Rb (0.341, -0.075, -0.121)
C (-3.139, -0.241, 3.412)
C (-2.795, -1.079, 2.209)
C (-3.376, -0.790, 0.976)
C (-3.067, -1.535, -0.150)
C (-2.146, -2.573, -0.074)
C (-1.552, -2.867, 1.142)
C (-1.887, -2.131, 2.276)
H (-4.219, -0.178, 3.555)
H (-2.774, 0.783, 3.295)
H (-2.709, -0.653, 4.327)
H (-4.064, 0.044, 0.897)
H (-3.516, -1.285, -1.102)
H (-1.858, -3.106, -0.971)
H (-0.806, -3.648, 1.206)
H (-1.415, -2.371, 3.223)
O (2.148, -1.788, -3.523)
C (1.361, -0.887, -3.237)
O (0.388, -0.924, -2.409)
C (1.530, 0.517, -3.858)
P (0.431, 1.644, -2.879)
C (-1.201, 1.245, -3.671)
C (-2.241, 0.727, -2.903)
C (-3.482, 0.457, -3.465)
C (-3.696, 0.673, -4.820)
C (-2.659, 1.157, -5.606)
C (-1.428, 1.442, -5.030)
C (0.730, 3.269, -3.709)
C (-0.268, 4.241, -3.805)
C (0.010, 5.507, -4.297)
C (1.298, 5.835, -4.707)
C (2.300, 4.883, -4.618)
C (2.014, 3.615, -4.123)
H (1.257, 0.486, -4.916)
H (2.578, 0.818, -3.809)
H (-2.083, 0.523, -1.849)
H (-4.285, 0.077, -2.844)
H (-4.662, 0.461, -5.263)
H (-2.810, 1.322, -6.666)
H (-0.632, 1.843, -5.649)
H (-1.276, 4.016, -3.477)
H (-0.782, 6.244, -4.351)
H (1.519, 6.828, -5.080)
H (3.314, 5.125, -4.914)
H (2.822, 2.899, -4.039)
Br (7.306, 2.016, 0.946)
C (5.568, 1.313, 0.804)
C (5.013, 1.085, -0.434)
C (3.721, 0.575, -0.467)
N (3.008, 0.328, 0.628)
C (3.552, 0.573, 1.812)
C (4.842, 1.053, 1.959)
C (2.635, 0.384, 3.020)
C (3.108, 0.590, 4.307)
C (2.199, 0.510, 5.350)
Br (2.785, 0.786, 7.115)
C (0.872, 0.245, 5.093)
C (0.510, 0.037, 3.770)
N (1.365, 0.090, 2.755)
H (5.549, 1.300, -1.347)
H (3.236, 0.366, -1.416)
H (5.274, 1.271, 2.922)
H (4.141, 0.821, 4.517)
H (0.137, 0.202, 5.884)
H (-0.520, -0.172, 3.519)
Cl (4.136, 5.315, -0.737)
C (2.602, 4.635, -0.169)
C (2.563, 3.860, 0.979)
C (1.380, 3.287, 1.404)
C (0.140, 3.418, 0.692)
C (-1.026, 2.741, 1.030)
C (0.230, 4.333, -0.412)
C (1.409, 4.897, -0.836)
H (3.472, 3.718, 1.554)
H (1.372, 2.725, 2.328)
H (-1.970, 2.956, 0.545)
H (-1.040, 2.063, 1.881)
H (-0.675, 4.550, -0.971)
H (1.414, 5.538, -1.711)

Force components x, y, z for each atom (eV/Å):
Rb -0.586 0.407 1.384
C 0.004 0.010 0.072
C -0.014 0.030 -0.021
C -0.039 0.027 -0.029
C 0.056 0.023 -0.016
C 0.096 0.026 -0.078
C -0.019 0.089 0.028
C 0.043 -0.028 0.016
H -0.004 -0.026 -0.024
H 0.023 -0.020 -0.040
H 0.006 -0.020 -0.021
H -0.007 -0.006 0.006
H -0.010 -0.029 -0.006
H -0.021 -0.029 0.011
H -0.038 -0.042 0.027
H -0.025 -0.003 0.007
O 0.073 0.018 -0.122
C -0.343 0.155 0.392
O 0.314 -0.734 -1.179
C -0.032 -0.011 -0.067
P -0.213 0.231 -0.631
C 0.037 -0.060 0.096
C 0.026 0.068 0.050
C 0.063 0.001 -0.037
C 0.024 -0.016 0.004
C 0.033 0.010 0.066
C 0.008 0.060 -0.047
C 0.126 -0.108 -0.043
C 0.016 0.034 0.009
C 0.045 -0.033 -0.026
C -0.047 0.011 0.011
C -0.043 -0.089 0.076
C 0.081 0.119 -0.001
H 0.011 0.026 0.005
H -0.021 -0.009 0.024
H 0.018 0.136 -0.049
H -0.008 -0.009 -0.012
H -0.001 0.000 0.013
H -0.002 -0.004 -0.001
H -0.004 0.000 -0.006
H -0.006 -0.059 0.000
H 0.003 0.005 -0.001
H -0.017 -0.001 -0.003
H -0.004 0.014 -0.011
H -0.016 0.018 -0.015
Br 0.191 0.062 0.016
C -0.238 -0.057 0.240
C -0.071 -0.023 -0.164
C -0.061 0.001 0.208
N 0.369 -0.082 -0.272
C -0.636 -0.077 0.747
C 0.261 0.158 -0.233
C 0.597 0.149 -0.852
C -0.198 -0.019 0.335
C 0.171 0.009 -0.295
Br 0.060 0.028 0.212
C -0.201 -0.039 0.023
C 0.247 0.026 -0.044
N -0.105 -0.064 0.207
H 0.001 0.002 0.009
H 0.056 -0.014 0.011
H 0.010 -0.015 -0.004
H 0.012 -0.016 -0.031
H 0.014 0.005 -0.001
H -0.027 0.000 -0.034
Cl -0.237 -0.102 0.078
C 0.111 0.086 -0.035
C 0.020 -0.108 0.054
C -0.049 -0.062 0.034
C 0.108 0.200 -0.046
C 0.044 -0.225 0.076
C -0.154 -0.070 -0.079
C 0.048 0.051 -0.123
H 0.022 -0.036 0.033
H 0.053 -0.078 0.098
H 0.015 0.011 -0.053
H -0.019 0.126 0.068
H 0.008 -0.006 0.008
H -0.007 -0.007 0.001

(3)
This record from OMol25 describes a structure of composition C16H12BrF5N3O3SeTc at a distorted geometry. The level of theory is ωB97M-V with the def2-TZVPD basis set.

Values from the calculation:
Charge ... +1
M ... 646.14 g/mol
LUMO (spin up / spin down) ... -4.24 / -5.22 eV
Frontier orbital gap (spin up / spin down) ... 0.283 / 0.246 Ha
2S+1 ... 4
HOMO (spin up / spin down) ... -11.933 / -11.902 eV

Positions of all 42 atoms, in Å:
Tc (7.018, 15.307, 6.606)
N (7.326, 15.213, 4.412)
C (8.727, 15.613, 4.099)
C (9.489, 16.157, 5.313)
O (10.516, 16.768, 5.181)
N (8.896, 15.838, 6.513)
C (9.556, 16.026, 7.791)
C (8.449, 16.170, 8.895)
O (8.687, 16.520, 10.010)
O (7.253, 15.796, 8.425)
H (7.152, 14.292, 4.069)
H (6.685, 15.852, 3.974)
H (8.766, 16.355, 3.299)
H (9.277, 14.741, 3.735)
H (10.244, 16.872, 7.750)
H (10.158, 15.130, 7.948)
C (7.639, 20.982, 6.675)
C (6.723, 19.820, 6.641)
C (5.343, 19.929, 6.836)
C (4.514, 18.823, 6.801)
C (5.127, 17.607, 6.593)
Br (4.233, 15.914, 6.587)
N (6.433, 17.477, 6.369)
C (7.220, 18.553, 6.387)
H (7.093, 21.908, 6.528)
H (8.388, 20.890, 5.906)
H (8.136, 21.029, 7.653)
H (4.950, 20.917, 7.042)
H (3.448, 18.904, 7.007)
H (8.284, 18.395, 6.221)
F (6.572, 7.316, 6.233)
C (6.660, 8.624, 6.266)
C (7.668, 9.266, 5.564)
F (8.511, 8.545, 4.823)
C (7.798, 10.628, 5.625)
F (8.836, 11.157, 4.975)
C (6.961, 11.419, 6.424)
Se (7.691, 13.034, 7.148)
C (5.954, 10.754, 7.117)
F (5.196, 11.374, 8.015)
C (5.786, 9.384, 7.023)
F (4.836, 8.780, 7.727)

Force components x, y, z for each atom (eV/Å):
Tc 0.802 0.382 -0.874
N 0.393 0.452 0.865
C 0.296 0.035 -0.096
C -0.561 -0.414 -0.090
O 0.297 0.124 0.141
N -0.831 0.110 -0.338
C -0.305 0.087 0.041
C 1.795 -0.102 -0.364
O -0.453 -0.040 -0.334
O -0.450 0.036 0.655
H -0.234 -0.672 -0.344
H -0.324 0.146 -0.308
H -0.101 -0.033 0.131
H -0.047 0.080 0.151
H -0.164 0.055 0.183
H 0.031 -0.026 0.560
C -0.011 0.305 0.544
C -0.589 -0.408 -0.241
C 0.506 0.365 0.060
C -0.399 -0.321 0.353
C 0.314 0.194 -0.268
Br 0.118 0.093 0.060
N -0.368 -0.567 0.030
C 0.123 -0.011 0.081
H 0.014 0.135 -0.006
H 0.367 0.054 -0.221
H -0.005 0.069 -0.220
H -0.210 -0.100 -0.046
H 0.255 -0.066 -0.157
H -0.179 -0.064 -0.002
F -0.168 -0.265 -0.042
C 0.110 0.447 0.006
C 0.038 -0.642 -0.445
F -0.153 0.145 0.161
C 0.014 0.478 0.227
F -0.097 0.287 -0.011
C 0.216 -0.182 0.059
Se -0.001 -0.144 0.130
C 0.166 -0.103 0.062
F -0.090 0.371 -0.120
C -0.092 -0.329 0.027
F -0.022 0.038 -0.001

(4)
This record from OMol25 describes a structure of composition C2BrClFN at a distorted geometry. The level of theory is ωB97M-V with the def2-TZVPD basis set.

Values from the calculation:
M ... 172.38 g/mol
LUMO ... -0.85 eV
Frontier orbital gap ... 0.393 Ha
Energy above the lowest of the compared OMol25 structures with the same formula, charge and spin ... 167.26 kJ/mol
HOMO ... -11.546 eV

Positions of all 6 atoms, in Å:
C (-1.143, 0.580, 0.197)
C (0.464, -0.362, -0.336)
N (-1.869, 1.062, 0.927)
F (0.303, -0.465, -1.646)
Cl (0.286, -1.677, 0.691)
Br (1.959, 0.862, 0.167)

Force components x, y, z for each atom (eV/Å):
C 4.677 -2.141 -1.831
C -3.320 4.444 0.811
N -1.558 0.907 0.999
F 0.730 -0.781 0.824
Cl 0.542 -1.358 -0.184
Br -1.071 -1.071 -0.619

(5)
This record from OMol25 describes the molecule H3NP2S at a distorted geometry. The level of theory is ωB97M-V with the def2-TZVPD basis set.

Values from the calculation:
M ... 111.05 g/mol
LUMO ... -1.59 eV
Frontier orbital gap ... 0.258 Ha
Energy above the lowest of the compared OMol25 structures with the same formula, charge and spin ... 198.32 kJ/mol
HOMO ... -8.610 eV
SMILES ... [H]/N=P/[PH2]=S

Positions of all 7 atoms, in Å:
N (1.593, -0.684, 0.147)
P (0.396, -1.346, -0.611)
P (-0.890, 0.411, -0.079)
S (-2.702, 0.560, 0.631)
H (2.262, -1.349, 0.496)
H (0.293, 1.119, 0.655)
H (-0.952, 1.289, -1.238)

Force components x, y, z for each atom (eV/Å):
N -0.675 -0.353 0.622
P -0.026 -0.216 0.316
P 0.765 3.529 -0.181
S 0.239 -0.787 0.319
H 1.037 -0.289 -0.550
H -1.882 -1.074 -0.846
H 0.543 -0.811 0.320

(6)
This record from OMol25 describes the molecule C3H4P2 at a distorted geometry. The level of theory is ωB97M-V with the def2-TZVPD basis set.

Values from the calculation:
M ... 102.01 g/mol
LUMO ... -1.26 eV
Frontier orbital gap ... 0.275 Ha
Energy above the lowest of the compared OMol25 structures with the same formula, charge and spin ... 208.23 kJ/mol
HOMO ... -8.757 eV
SMILES ... [H]/P=C1\C\C1=P/[H]

Positions of all 9 atoms, in Å:
C (0.543, -0.142, 0.616)
C (-0.557, -0.553, -0.175)
C (0.138, 0.713, -0.638)
P (1.173, -0.426, 2.119)
P (-1.736, -1.641, -0.643)
H (-0.317, 1.651, -0.440)
H (0.879, 0.756, -1.527)
H (1.952, 0.688, 2.545)
H (-2.075, -1.046, -1.856)

Force components x, y, z for each atom (eV/Å):
C -0.637 1.694 -0.543
C 0.348 0.142 -1.708
C 2.068 -1.536 0.178
P -0.397 -0.851 0.609
P 0.497 -0.437 0.982
H -0.473 0.682 0.214
H -1.398 -0.484 1.519
H 0.127 0.250 -0.888
H -0.134 0.539 -0.365